Molecular formula: C5H8O
Method: DFT, the ωB97M-V functional and the def2-TZVPD basis

Atoms and positions in Å:
C: 1.286 0.826 1.305
C: 0.312 0.699 0.183
C: -0.916 -0.166 0.111
C: -0.425 -0.749 -1.028
C: 0.621 0.271 -1.194
O: 0.130 1.623 -0.849
H: 1.552 -0.159 1.713
H: 0.866 1.423 2.118
H: 2.187 1.310 0.926
H: -2.072 -1.676 0.023
H: -1.910 0.192 0.355
H: -0.499 -1.731 -1.486
H: -2.309 -1.732 -0.688
H: 1.528 0.265 -1.774

Calculated values
Charge: 0
Energy above the lowest of the compared OMol25 structures with the same formula, charge and spin in kcal/mol: 136.3
E in eV: -7356.3429
Kohn-Sham gap in eV: 9.5
HOMO in eV: -8.73
Multiplicity: 1

Quick look at the Mulliken charges, all values in e: number 1, C, carries -1.144; number 2, C, carries 1.037; number 3, C, carries -0.851; number 4, C, carries -0.211; number 5, C, carries -0.564; number 6, O, carries -0.466; number 7, H, carries 0.292; number 8, H, carries 0.302; number 9, H, carries 0.335; number 10, H, carries -0.007; number 11, H, carries 0.365; number 12, H, carries 0.401; number 13, H, carries 0.069; number 14, H, carries 0.442

=====

Molecular formula: C5H8O
Method: DFT, the ωB97M-V functional and the def2-TZVPD basis

Atoms and positions in Å:
C: 0.853 1.710 0.946
C: 0.223 0.339 0.824
C: 0.371 -0.572 -0.142
O: 1.528 -0.735 -0.871
C: -0.670 -1.454 -0.708
C: -1.924 -1.103 -0.900
H: 0.693 2.012 1.980
H: 0.496 2.408 0.211
H: 1.918 1.569 0.948
H: -0.519 0.110 1.581
H: 2.125 -0.070 -0.496
H: -0.203 -2.292 -1.215
H: -2.407 -0.197 -0.569
H: -2.484 -1.725 -1.590

Calculated values
Charge: 0
Energy above the lowest of the compared OMol25 structures with the same formula, charge and spin in kcal/mol: 47.2
Structure (SMILES): C=C/C(O)=C/C
E in eV: -7360.2081
Kohn-Sham gap in eV: 9.1
HOMO in eV: -8.20
Multiplicity: 1

Quick look at the Mulliken charges, all values in e: number 1, C, carries -1.097; number 2, C, carries -0.388; number 3, C, carries 0.636; number 4, O, carries -0.503; number 5, C, carries -0.470; number 6, C, carries -0.643; number 7, H, carries 0.319; number 8, H, carries 0.232; number 9, H, carries 0.401; number 10, H, carries 0.360; number 11, H, carries 0.305; number 12, H, carries 0.290; number 13, H, carries 0.317; number 14, H, carries 0.242

=====

Molecular formula: C5H8O
Method: DFT, the ωB97M-V functional and the def2-TZVPD basis

Atoms and positions in Å:
C: -0.609 1.415 -0.351
C: -0.956 -0.046 -0.228
C: 0.081 -1.119 -0.290
C: 1.449 -0.600 0.113
O: 0.938 -0.320 1.436
C: -0.236 -1.049 1.213
H: 0.112 1.680 0.430
H: -1.500 2.034 -0.217
H: -0.164 1.660 -1.324
H: -1.912 -0.372 -0.642
H: -0.081 -1.998 -0.909
H: 1.832 0.296 -0.389
H: 2.226 -1.368 0.153
H: -1.250 -0.247 1.060

Calculated values
Charge: 0
Energy above the lowest of the compared OMol25 structures with the same formula, charge and spin in kcal/mol: 107.6
E in eV: -7357.5910
Kohn-Sham gap in eV: 9.4
HOMO in eV: -8.37
Multiplicity: 1

Quick look at the Mulliken charges, all values in e: number 1, C, carries -1.335; number 2, C, carries 0.064; number 3, C, carries -0.271; number 4, C, carries -0.444; number 5, O, carries -0.285; number 6, C, carries -0.392; number 7, H, carries 0.354; number 8, H, carries 0.373; number 9, H, carries 0.301; number 10, H, carries 0.527; number 11, H, carries 0.386; number 12, H, carries 0.247; number 13, H, carries 0.274; number 14, H, carries 0.201

=====

Molecular formula: C5H8O
Method: DFT, the ωB97M-V functional and the def2-TZVPD basis

Atoms and positions in Å:
C: -1.441 -0.717 -0.447
C: -0.950 -1.167 -1.576
C: -0.010 -0.111 -0.201
C: 0.800 -0.718 0.879
C: 0.244 1.401 -0.274
O: 0.392 -0.865 -1.514
H: -2.536 -0.535 -0.289
H: -1.379 -1.799 -2.289
H: 1.854 -0.779 0.460
H: 0.363 -1.747 0.866
H: 0.830 -0.063 1.773
H: 1.382 1.498 -0.141
H: -0.215 2.002 0.499
H: 0.003 1.675 -1.383

Calculated values
Charge: 0
Energy above the lowest of the compared OMol25 structures with the same formula, charge and spin in kcal/mol: 65.7
E in eV: -7359.4051
Kohn-Sham gap in eV: 10.0
HOMO in eV: -8.92
Multiplicity: 1

Quick look at the Mulliken charges, all values in e: number 1, C, carries -0.738; number 2, C, carries -0.311; number 3, C, carries 1.417; number 4, C, carries -1.334; number 5, C, carries -1.227; number 6, O, carries -0.445; number 7, H, carries 0.263; number 8, H, carries 0.438; number 9, H, carries 0.291; number 10, H, carries 0.368; number 11, H, carries 0.350; number 12, H, carries 0.296; number 13, H, carries 0.327; number 14, H, carries 0.304